# 1
C39H59IN5O4PPdS as an isolated structure, computed with ωB97M-V/def2-TZVPD.

```
111
Properties=species:S:1:pos:R:3:forces:R:3
Pd -0.43721 0.11649 -0.20813 0.29 -0.08 0.05
C -1.93105 -6.07422 -5.97585 0.01 0.00 -0.01
C -2.21122 -4.91285 -5.05838 -0.01 -0.02 0.02
C -1.71389 -3.64542 -5.34430 -0.03 0.05 -0.03
C -1.94240 -2.57511 -4.48993 0.02 -0.08 0.02
C -2.67545 -2.75459 -3.32317 0.04 -0.09 0.01
C -3.18817 -4.01462 -3.03428 -0.06 0.03 -0.03
C -2.95698 -5.07775 -3.89523 0.02 -0.01 0.00
S -2.82176 -1.43588 -2.10764 -0.06 -0.04 -0.14
O -4.23584 -1.43986 -1.75016 -0.01 0.04 0.01
O -2.35238 -0.26455 -2.83528 -0.07 -0.03 -0.06
N -1.83997 -1.82947 -0.99167 0.05 0.34 0.30
C -2.33658 -2.66789 0.09517 0.10 -0.11 -0.14
C -1.51410 -2.62707 1.41288 -0.01 -0.08 -0.03
O -1.75463 -3.58677 2.17724 -0.03 -0.04 0.08
O -0.71207 -1.68368 1.61104 0.07 0.06 -0.05
H -0.86431 -6.31051 -6.00016 0.01 0.00 0.01
H -2.23983 -5.85674 -7.00129 0.00 0.00 -0.01
H -2.46137 -6.96885 -5.64708 -0.01 0.00 0.00
H -1.14089 -3.49035 -6.25432 0.02 -0.01 0.01
H -1.55606 -1.58847 -4.71091 0.02 0.02 0.00
H -3.77009 -4.15235 -2.13207 0.00 0.00 0.01
H -3.34965 -6.05962 -3.65041 -0.01 0.00 -0.01
H -2.33724 -3.72934 -0.18966 -0.05 -0.01 -0.04
H -3.37182 -2.41863 0.35431 0.03 0.00 0.05
C 6.12390 -0.06529 -2.04036 0.01 0.01 0.02
C 5.26869 1.19362 -2.26356 -0.02 -0.04 -0.01
C 3.83414 0.99225 -1.75472 0.06 -0.02 -0.11
C 3.37407 -0.44947 -1.98074 0.12 0.10 0.24
C 4.19649 -1.36297 -1.05231 0.03 0.05 -0.03
C 5.62385 -0.83300 -0.82037 0.00 -0.01 -0.02
P 1.53996 -0.59767 -1.64574 -0.87 0.29 -0.21
C 1.19136 -2.38612 -2.00004 0.17 -0.08 0.12
C 1.81710 -3.03254 -3.24638 0.01 -0.02 0.05
C 1.80241 -4.56754 -3.15545 -0.02 -0.01 -0.01
C 0.57983 -5.03197 -2.37303 0.03 -0.03 0.02
C 0.72383 -4.62488 -0.90164 -0.01 0.05 -0.02
C 1.40775 -3.25061 -0.74830 -0.06 -0.01 0.00
C 0.81634 0.16524 -3.20530 0.07 -0.08 -0.03
C 1.53010 -0.02490 -4.57062 -0.06 0.03 0.03
C 1.98547 1.30270 -5.16987 0.01 0.00 -0.02
C 0.78615 2.21851 -5.43399 0.01 0.01 0.02
C -0.23180 2.17150 -4.27463 0.03 -0.01 0.00
C 0.39652 1.62932 -2.99461 -0.06 -0.04 -0.08
H 7.17811 0.20399 -1.92750 0.01 -0.01 -0.02
H 6.05726 -0.71835 -2.91605 0.01 -0.01 0.00
H 5.24674 1.43794 -3.33018 0.02 0.02 0.00
H 5.72773 2.04794 -1.75273 0.00 0.01 -0.01
H 3.16202 1.70176 -2.23999 0.00 0.02 0.01
H 3.77432 1.19936 -0.68494 -0.02 -0.01 0.01
H 3.59817 -0.70974 -3.02048 -0.01 -0.05 0.01
H 4.24125 -2.36901 -1.47659 0.00 0.00 -0.01
H 3.68711 -1.45302 -0.08914 -0.01 -0.04 -0.01
H 6.29785 -1.66034 -0.58234 0.00 0.00 0.03
H 5.63683 -0.16270 0.04660 0.01 0.00 0.00
H 0.10325 -2.34156 -2.11823 0.01 0.00 -0.03
H 2.84863 -2.69434 -3.39950 -0.01 0.01 -0.02
H 1.24744 -2.72552 -4.12725 0.01 0.02 -0.02
H 2.70497 -4.91839 -2.63940 0.00 -0.02 -0.01
H 1.82386 -5.00434 -4.15943 0.01 0.01 -0.01
H 0.44423 -6.11459 -2.46017 -0.02 0.00 0.01
H -0.31254 -4.56752 -2.80087 -0.04 0.00 -0.03
H 1.31009 -5.38398 -0.37218 -0.01 0.01 0.02
H -0.25487 -4.59488 -0.42311 -0.03 -0.02 0.02
H 2.47786 -3.38597 -0.55964 -0.02 -0.03 -0.02
H 0.98295 -2.73083 0.11392 0.05 0.02 0.04
H -0.13833 -0.36765 -3.24229 0.02 0.00 0.01
H 0.83200 -0.49250 -5.27681 0.01 -0.01 0.00
H 2.37631 -0.70716 -4.50066 -0.01 0.00 -0.02
H 2.53810 1.13367 -6.10037 0.02 0.00 0.01
H 2.68299 1.78985 -4.47984 -0.01 -0.01 -0.01
H 0.30226 1.90709 -6.36558 0.00 0.02 -0.01
H 1.13849 3.24307 -5.59391 0.00 0.00 0.00
H -1.07113 1.51582 -4.52147 0.00 0.01 -0.01
H -0.65196 3.16556 -4.10163 -0.03 -0.01 0.00
H -0.32832 1.64055 -2.17534 0.05 0.06 0.02
H 1.24431 2.26353 -2.70215 -0.03 0.01 0.06
I -5.13561 -0.41869 2.19971 -0.03 -0.05 0.01
C -3.32292 0.54409 1.82022 0.01 0.10 0.08
C -2.42579 0.78688 2.86889 -0.07 0.00 -0.02
C -1.28610 1.49042 2.57910 0.04 0.02 -0.01
C -1.05781 1.92412 1.26067 0.18 -0.15 -0.24
N -1.91669 1.66979 0.25053 -0.15 0.06 -0.12
C -3.03942 0.97255 0.54671 0.03 -0.05 -0.01
H -2.63099 0.43005 3.86906 0.01 -0.02 -0.02
H -0.56221 1.72448 3.35052 0.04 -0.05 -0.01
H -0.26196 2.62706 1.04716 0.01 -0.05 0.02
H -3.71039 0.76889 -0.28035 0.04 -0.02 0.01
C 4.39841 4.45741 1.19057 0.00 -0.01 0.00
C 3.51304 4.06463 0.02250 -0.02 -0.03 -0.02
N 2.44109 3.22840 0.52332 -0.03 0.05 0.07
C 2.73230 2.14841 1.37019 0.01 0.14 -0.03
N 1.98839 1.13300 1.29713 0.19 0.00 0.27
C 2.13727 0.02296 2.21672 -0.06 0.07 0.00
C 2.93862 0.40914 3.45316 0.01 0.00 -0.02
C 4.17920 1.16711 3.01200 0.01 -0.03 -0.03
N 3.78616 2.36134 2.28063 0.00 0.01 0.06
C 4.89807 3.18975 1.85793 0.00 -0.03 -0.04
H 3.81583 5.04054 1.90778 0.02 0.02 0.00
H 5.24443 5.05835 0.84910 0.00 0.00 0.00
H 4.12857 3.55389 -0.73428 -0.01 0.02 -0.02
H 3.07383 4.94420 -0.45261 0.00 0.00 0.01
H 1.76099 2.91946 -0.16320 0.04 -0.04 0.01
H 2.63036 -0.79843 1.68499 -0.02 -0.04 0.02
H 1.13975 -0.35080 2.46169 0.00 -0.04 -0.01
H 3.21602 -0.47255 4.03500 0.00 0.00 0.00
H 2.33738 1.06303 4.09175 0.01 -0.02 0.03
H 4.80224 0.51182 2.37875 0.01 0.01 0.02
H 4.79377 1.48180 3.86182 -0.02 0.00 0.00
H 5.55439 2.64621 1.15303 0.01 0.00 0.02
H 5.50109 3.42016 2.74173 -0.01 0.00 0.00
```
Forces are in eV/Å.

Summary:
Total charge: -2
Orbital gap in Ha: 0.163

=====

# 2
One molecule with the formula C4H4ClF in a non-equilibrium geometry, computed with ωB97M-V/def2-TZVPD.

```
10
Properties=species:S:1:pos:R:3:forces:R:3
F 2.97649 -0.09454 -0.11701 1.65 0.52 -0.38
C 1.72440 -0.47720 -0.02693 -0.01 1.35 0.48
C 0.74728 0.41532 0.06457 -1.66 -2.67 -0.25
C -0.58862 -0.22902 0.14768 0.75 1.76 -0.63
C -1.70323 0.46113 0.01021 -0.46 1.17 0.31
Cl -3.25511 -0.27464 -0.08207 -0.28 -0.19 0.02
H 1.69452 -1.53753 0.02793 -0.64 -0.73 0.13
H 0.76961 1.44764 -0.15593 0.61 0.94 0.21
H -0.59509 -1.28046 0.13425 -0.21 -1.21 0.21
H -1.77024 1.56930 -0.00270 0.25 -0.95 -0.08
```
Forces are in eV/Å.

Summary:
Total charge: 0
Orbital gap in Ha: 0.360
SMILES: F/C=C/C=C/Cl

=====

# 3
C7H10Cl5N2Re as an isolated structure in a non-equilibrium geometry, computed with ωB97M-V/def2-TZVPD.

```
25
Properties=species:S:1:pos:R:3:forces:R:3
C 0.20091 1.60145 -2.26949 0.14 0.09 0.47
Re -1.14941 0.99239 0.02434 0.66 -1.37 0.61
N -2.34380 0.21979 1.66284 -0.23 -0.18 0.44
N -0.91290 2.90309 0.96529 -0.27 1.49 0.07
H -1.80856 -0.32102 2.36031 -0.09 0.25 -0.49
H -0.84103 1.31829 -1.79363 1.12 0.43 -1.29
H 0.32720 0.94113 -3.14572 -0.38 0.21 0.57
H 1.08265 1.47342 -1.62644 -0.42 -0.32 0.12
H 0.24518 2.64992 -2.57262 -0.54 -0.18 -0.04
H -0.52264 2.86561 1.92461 -0.30 0.01 -0.76
H -1.81249 3.40811 1.00415 0.71 0.02 0.13
H -0.27179 3.45963 0.37990 -0.42 -0.03 0.65
H -2.86629 0.91026 2.20298 0.05 -0.06 -0.02
H -3.05119 -0.43490 1.30412 0.32 0.18 0.06
Cl 1.79899 0.60500 1.81321 0.47 0.79 0.74
C 1.42340 -0.72472 0.82546 -1.18 -1.32 -1.36
C 0.17454 -0.65194 0.15365 1.06 -1.80 -0.93
C -0.11841 -1.73990 -0.71409 1.66 0.04 1.28
Cl -1.61820 -1.56706 -1.52423 -0.62 -0.33 -0.54
C 0.73282 -2.85885 -0.88127 0.53 0.62 0.81
Cl 0.29371 -4.14529 -1.90582 -0.16 -0.14 -0.22
C 1.97294 -2.93204 -0.15915 -1.26 1.66 0.17
Cl 3.01243 -4.28706 -0.29887 -0.27 0.35 0.01
C 2.30374 -1.82596 0.69150 -0.99 -0.42 -0.70
Cl 3.74819 -1.85937 1.57895 0.43 0.02 0.22
```
Forces are in eV/Å.

Summary:
Total charge: +1
Orbital gap (spin up / spin down) in Ha: 0.264 / 0.250
Spin multiplicity: 4

=====

# 4
A 2-piece molecular cluster, C3H6BrF2N overall in a non-equilibrium geometry, computed with ωB97M-V/def2-TZVPD.

```
13
Properties=species:S:1:pos:R:3:forces:R:3
C 1.06928 0.84729 1.10525 1.65 -2.62 0.99
C -0.14554 0.88828 0.26005 -1.23 0.54 1.71
C -0.85163 -0.33279 -0.12990 0.74 -3.38 -3.48
N 0.02795 -1.13918 -1.71908 -0.53 2.06 2.85
F -0.75302 -1.38497 0.63242 -0.01 -0.02 1.47
F -2.14789 -0.21671 -0.48050 0.70 0.62 0.12
Br 0.02035 -2.98841 -1.52142 -0.14 -0.01 -0.12
H 0.92947 1.03015 2.19597 -0.32 -0.25 -0.88
H 1.81724 1.53410 0.78783 0.54 0.53 -0.43
H 1.48063 -0.18390 0.98955 0.28 0.78 0.38
H -0.02891 1.43013 -0.60637 0.39 1.37 -1.99
H -0.76854 1.45588 0.92059 -1.51 0.42 -0.22
H -0.64940 -0.93987 -2.43437 -0.56 -0.03 -0.39
```
Forces are in eV/Å.

Summary:
Total charge: 0
Orbital gap in Ha: 0.350

=====

# 5
A 2-piece molecular cluster, C3H6Br2O3 overall in a non-equilibrium geometry, computed with ωB97M-V/def2-TZVPD.

```
14
Properties=species:S:1:pos:R:3:forces:R:3
C -0.21970 0.86388 0.99205 -3.46 -1.40 0.23
C 0.77635 -1.14675 -0.42864 -1.04 1.10 0.15
C 0.09349 0.19972 -0.34934 -3.98 -2.39 0.18
O -0.63127 2.17808 0.83624 1.64 1.24 0.01
O 2.04647 -0.97979 -0.74167 3.25 0.07 -1.77
O -1.72554 -0.92039 -0.76193 2.42 1.31 1.27
Br 0.70654 -2.22016 1.12139 -0.70 -0.68 1.21
Br 0.20134 1.05814 -2.00571 0.16 0.56 0.55
H -1.09277 0.19884 1.53956 2.27 1.29 -1.61
H 0.63054 0.79241 1.65992 0.43 0.22 0.00
H 0.30985 -1.61694 -1.24452 -0.66 -1.06 -0.63
H -1.53580 2.47897 0.84537 -0.52 -1.06 0.11
H 2.54136 -0.55647 -0.05456 0.51 0.36 0.73
H -2.10085 -0.32952 -1.40815 -0.30 0.44 -0.43
```
Forces are in eV/Å.

Summary:
Total charge: 0
Orbital gap in Ha: 0.331

=====

The evaluated ΔE to the lowest compared entry with this formula, charge and spin for the records listed, in turn: 14.7, 5.6, 0.0, 63.5, 98.9 kcal per mole.